Entry 1:
{"formula": "C12H5BaF11N2O5Sb", "method": "ωB97M-V/def2-TZVPD", "symbols": ["Ba", "C", "C", "N", "C", "C", "N", "C", "O", "O", "C", "O", "O", "H", "H", "H", "H", "H", "F", "C", "C", "F", "C", "F", "C", "O", "C", "F", "C", "F", "F", "Sb", "F", "F", "F", "F", "F"], "coordinates": [[1.21404, -0.64589, 0.12139], [-2.18423, 1.25021, 2.16605], [-1.06355, 0.68848, 2.97161], [0.06222, 0.19165, 2.49383], [0.78739, -0.26120, 3.57054], [0.08594, -0.01550, 4.71529], [-1.08169, 0.57905, 4.31207], [0.28154, -0.22418, 6.18186], [1.39457, -0.79861, 6.56306], [-0.59701, 0.13899, 6.93101], [2.12650, -0.92934, 3.39868], [2.73374, -1.25442, 4.42269], [2.51622, -1.10487, 2.20389], [-1.85900, 1.40267, 1.13926], [-2.52630, 2.20209, 2.57221], [-3.02847, 0.55952, 2.15078], [-1.79772, 0.85839, 4.96615], [1.98089, -1.01071, 5.76577], [-0.05933, 0.66351, -6.97989], [0.48048, 0.65569, -5.78571], [0.03777, 1.58263, -4.83179], [-0.90728, 2.44283, -5.16951], [0.58997, 1.57132, -3.58627], [0.21382, 2.43654, -2.67290], [1.61555, 0.61515, -3.22621], [2.05831, 0.55105, -2.07665], [2.05616, -0.29254, -4.26290], [2.97904, -1.17700, -3.94738], [1.49452, -0.27682, -5.50246], [1.85809, -1.12662, -6.44807], [-1.21694, -1.81594, 0.00966], [-1.73574, -1.36299, -1.78918], [-3.41855, -0.82218, -1.20136], [-1.01515, 0.36346, -1.29407], [-1.90499, -0.74731, -3.55004], [0.11630, -1.79618, -2.13227], [-2.28710, -3.09091, -2.19912]], "forces_ev_per_a": [[0.104, -0.045, 0.367], [0.060, -0.041, 0.018], [-0.136, 0.028, -0.079], [-0.107, 0.028, -0.342], [0.227, -0.058, 0.037], [-0.011, -0.042, 0.345], [0.122, -0.010, -0.044], [-0.021, -0.060, -0.193], [-0.109, 0.065, 0.096], [0.027, 0.006, 0.076], [-0.161, 0.143, 0.059], [0.158, -0.122, 0.118], [-0.130, 0.062, -0.116], [0.000, 0.001, 0.000], [0.006, -0.008, 0.002], [-0.008, 0.005, 0.000], [-0.002, 0.019, 0.006], [0.048, 0.009, -0.095], [0.001, -0.007, -0.013], [0.006, -0.023, -0.065], [-0.014, 0.000, 0.039], [-0.011, 0.008, 0.013], [0.015, 0.076, -0.158], [-0.011, 0.054, 0.030], [-0.260, 0.006, -0.295], [0.384, 0.087, 0.384], [-0.103, -0.088, -0.074], [0.036, -0.005, 0.008], [-0.057, 0.030, 0.023], [0.027, -0.014, -0.009], [-0.120, -0.150, 0.014], [-0.045, 0.192, 0.151], [-0.022, 0.006, -0.096], [0.036, -0.115, -0.031], [-0.020, 0.021, -0.027], [0.028, -0.049, -0.182], [0.065, -0.008, 0.030]], "lowdin_spin": [0.01, 0.00, 0.00, 0.00, 0.00, 0.00, 0.00, 0.00, 0.00, 0.00, 0.00, 0.00, 0.00, 0.00, 0.00, 0.00, 0.00, 0.00, 0.08, 0.22, 0.00, -0.01, 0.14, 0.04, 0.12, 0.26, 0.13, 0.04, 0.00, -0.01, 0.00, 0.00, 0.00, 0.00, 0.00, 0.00, 0.00], "multiplicity": 2, "homo_energy_ha": [-0.3512, -0.3512], "s_squared": 0.783, "e_lumo_ev": [-0.75, -3.72]}


Entry 2:
{"formula": "C12H6BrF6N2O6S2", "method": "ωB97M-V/def2-TZVPD", "symbols": ["N", "C", "C", "C", "C", "C", "C", "C", "O", "C", "C", "Br", "C", "O", "H", "H", "H", "H", "H", "H", "C", "F", "F", "F", "S", "O", "O", "N", "S", "O", "O", "C", "F", "F", "F"], "coordinates": [[-1.23540, -4.75805, 0.76021], [-1.34071, -3.34199, 0.65826], [-0.19567, -2.56184, 0.47170], [-0.25511, -1.17987, 0.37407], [-1.49010, -0.54060, 0.43584], [-2.64124, -1.30137, 0.59925], [-2.58406, -2.70325, 0.73884], [-3.86158, -3.43171, 0.98039], [-3.96078, -4.49683, 1.54620], [-5.11268, -2.75790, 0.51706], [-5.15117, -1.43897, 0.36568], [-6.74245, -0.54054, -0.08789], [-3.94854, -0.58336, 0.61350], [-4.05333, 0.60446, 0.79904], [-1.50659, -5.19505, -0.11359], [-0.26610, -5.00723, 0.91618], [0.76213, -3.06475, 0.39463], [0.64431, -0.59645, 0.22655], [-1.55379, 0.53523, 0.33959], [-5.98142, -3.39234, 0.40586], [5.77501, 3.63921, -1.29974], [6.90496, 3.29115, -1.92604], [6.04692, 3.77742, -0.00080], [5.38246, 4.82071, -1.77872], [4.51081, 2.33001, -1.59503], [5.05696, 1.14618, -0.99272], [4.30776, 2.32456, -3.01604], [3.35531, 3.02116, -0.76190], [1.93415, 2.35709, -0.62700], [1.90439, 1.15307, 0.16438], [1.12638, 2.37361, -1.81409], [1.19737, 3.64291, 0.46729], [1.16936, 4.83549, -0.12689], [1.86407, 3.75396, 1.61670], [-0.06161, 3.28591, 0.74923]], "forces_ev_per_a": [[0.371, 0.262, -0.152], [-0.035, -0.046, 0.067], [-0.096, 0.147, 0.118], [-0.127, -0.202, 0.035], [-0.003, -0.203, 0.034], [0.198, 0.041, 0.001], [0.045, 0.166, -0.132], [-0.003, 0.058, -0.033], [0.003, -0.117, -0.115], [0.167, 0.179, 0.056], [-0.218, -0.115, -0.035], [0.018, 0.005, 0.020], [0.018, 0.020, 0.028], [0.043, -0.085, -0.087], [-0.289, -0.114, 0.167], [-0.003, -0.011, -0.039], [-0.001, 0.025, -0.011], [-0.011, 0.016, 0.010], [-0.067, -0.031, 0.013], [-0.021, 0.020, 0.049], [-0.100, -0.066, 0.000], [0.073, 0.000, -0.026], [0.026, 0.040, 0.012], [0.028, 0.039, 0.013], [-0.033, 0.129, 0.115], [0.000, 0.022, 0.011], [-0.004, 0.026, 0.010], [-0.119, -0.398, -0.219], [0.127, 0.172, 0.014], [0.028, -0.006, 0.051], [0.002, 0.016, 0.009], [0.079, -0.083, -0.068], [-0.012, 0.048, 0.032], [-0.010, 0.044, 0.027], [-0.072, 0.002, 0.028]], "nbo_charge": [-0.80, 0.19, -0.22, -0.17, -0.18, -0.06, -0.19, 0.52, -0.50, -0.26, -0.13, 0.09, 0.48, -0.49, 0.37, 0.36, 0.21, 0.27, 0.25, 0.24, 0.71, -0.32, -0.32, -0.32, 2.25, -0.94, -0.93, -1.24, 2.26, -0.96, -0.93, 0.71, -0.32, -0.32, -0.32], "multiplicity": 1, "homo_energy_ha": -0.2444, "total_charge": -1, "e_lumo_ev": 0.72}


Entry 3:
{"formula": "C12H7F2N3O2", "method": "ωB97M-V/def2-TZVPD", "symbols": ["O", "F", "F", "N", "N", "O", "C", "C", "C", "C", "C", "C", "C", "C", "C", "C", "C", "N", "C", "H", "H", "H", "H", "H", "H", "H"], "coordinates": [[0.11642, 0.42780, 2.66453], [1.78026, 5.23317, -1.05466], [2.17012, 0.56772, -1.29686], [-0.49018, -2.52409, 2.89706], [-0.45211, -0.60230, -0.73895], [-0.87155, -3.83561, 2.47958], [-0.08929, -0.29971, 1.68674], [-0.43507, -1.73915, 1.84514], [-0.75005, -1.89235, -0.62850], [-0.96559, -3.84497, 1.10984], [-0.72084, -2.54581, 0.68298], [0.17211, 3.88251, 0.16547], [1.97383, 2.86547, -1.16300], [-0.31237, 2.59822, 0.48163], [1.29073, 4.01034, -0.69916], [1.49275, 1.60667, -0.80487], [0.37257, 1.45307, 0.01749], [-0.10948, 0.18980, 0.36579], [-1.05538, -2.64278, -1.91185], [-1.19712, -4.66631, 0.44845], [-0.29781, 4.74704, 0.65546], [2.85746, 3.00704, -1.74447], [-1.13295, 2.49774, 1.20611], [-0.18363, -3.21228, -2.13426], [-1.25275, -1.94330, -2.71908], [-1.91010, -3.33792, -1.81062]], "forces_ev_per_a": [[-0.072, -1.053, -1.786], [-0.520, -0.921, 0.412], [-0.189, -0.408, 0.286], [-0.299, 0.038, 0.602], [-0.497, -1.977, -0.008], [0.619, 1.252, -1.667], [0.024, 1.732, 2.129], [-0.413, -2.669, -1.493], [0.474, 2.159, 0.240], [0.476, 3.128, 0.419], [-0.232, -0.135, -0.488], [0.300, -0.070, -0.233], [-1.356, 1.095, 0.824], [1.315, 0.417, -0.094], [-0.262, -1.020, 0.579], [-0.004, 1.059, -0.043], [-0.353, 1.455, 0.034], [-0.398, -3.251, 0.406], [-0.712, 0.480, 0.895], [-0.094, -0.519, 0.861], [0.319, -0.306, -0.587], [0.360, -0.200, -0.391], [0.409, -0.082, -0.570], [0.691, -0.626, -0.440], [0.046, 0.024, 0.030], [0.369, 0.395, 0.086]], "nbo_charge": [-0.55, -0.32, -0.30, -0.04, -0.23, -0.26, 0.63, 0.05, 0.23, 0.16, -0.21, -0.30, -0.34, -0.14, 0.42, 0.43, 0.03, -0.28, -0.64, 0.23, 0.24, 0.25, 0.24, 0.23, 0.25, 0.22], "multiplicity": 1, "homo_energy_ha": -0.3297, "e_lumo_ev": -0.44, "smiles": "Cc1nn(-c2ccc(F)cc2F)c(=O)c2nocc12"}


Entry 4:
{"formula": "C12H7N2O6SW", "method": "ωB97M-V/def2-TZVPD", "symbols": ["W", "O", "C", "C", "C", "N", "C", "C", "C", "O", "O", "C", "O", "O", "H", "H", "H", "O", "N", "C", "C", "C", "C", "C", "S", "H", "H", "H", "H"], "coordinates": [[1.15957, -0.02915, -1.75828], [1.88287, 0.00921, 4.27127], [1.66048, -0.04189, 3.01548], [0.37689, -0.26895, 2.41563], [0.25345, -0.22207, 1.06141], [1.31791, 0.06053, 0.26481], [2.58011, 0.13547, 0.81801], [2.79253, 0.09148, 2.14952], [3.65655, 0.16308, -0.26028], [4.80571, 0.23643, -0.16216], [2.91984, 0.01571, -1.49093], [-1.06001, -0.54818, 0.37248], [-2.08782, -0.48490, 0.94281], [-0.70639, -0.23114, -2.26959], [1.14178, -0.09446, 4.89310], [-0.49222, -0.50182, 3.02208], [3.78957, 0.14907, 2.57512], [0.51259, 1.56299, -2.53990], [-0.50769, 1.09703, -1.69881], [-1.79664, 1.75176, -1.60574], [-2.94507, 1.05172, -1.64771], [-3.28059, -0.38991, -1.71718], [-2.51444, -1.46451, -1.48427], [-1.07215, -1.17971, -1.17996], [0.38937, -2.32545, -1.44729], [-1.72649, 2.82998, -1.53318], [-3.82595, 1.68699, -1.61413], [-4.32774, -0.58190, -1.92345], [-2.89605, -2.47740, -1.46884]], "forces_ev_per_a": [[3.163, -1.979, 3.617], [0.419, 0.042, 0.243], [-0.346, -0.084, -0.566], [-0.009, -0.021, 0.166], [-0.025, 0.193, -0.260], [0.320, -0.057, -0.377], [-0.125, -0.065, -0.693], [0.123, 0.070, 0.239], [0.333, 0.200, 1.786], [-0.113, 0.001, -0.347], [0.813, -0.232, -1.341], [0.236, -0.040, -0.212], [-0.046, -0.055, 0.166], [-2.502, 0.024, -1.340], [-0.204, -0.030, -0.054], [-0.007, 0.015, -0.005], [0.022, 0.026, -0.055], [-0.688, 0.753, -0.836], [-0.744, 0.327, -0.375], [-0.186, 0.251, 0.213], [0.227, -0.352, -0.058], [-0.169, -0.166, -0.034], [0.225, 0.106, -0.021], [-0.814, -0.775, 0.519], [-0.090, 1.718, -0.410], [0.139, -0.020, 0.075], [0.056, 0.105, 0.041], [-0.002, 0.043, -0.007], [-0.006, 0.002, -0.074]], "nbo_charge": [2.08, -0.51, 0.51, -0.21, 0.12, -0.50, 0.11, -0.19, 0.76, -0.27, -0.56, 0.51, -0.34, -0.36, 0.55, 0.30, 0.32, -0.38, 0.12, -0.11, -0.09, -0.17, -0.18, -0.02, 0.29, 0.31, 0.31, 0.30, 0.30], "multiplicity": 1, "homo_energy_ha": [-0.7490, -0.7490], "total_charge": 3, "e_lumo_ev": [-14.99, -14.99]}